Density functional theory data (wB97M-V/def2-TZVPD) for 13 unconnected molecules or ions with the total composition C47H81Cl3F24NO16 in a non-equilibrium geometry.

The highest occupied orbital energy comes out at -3.53 eV. For the LUMO energy, the calculation gives 1.79 eV. As for the spin multiplicity: 1. For the total energy, the calculation gives -187073.662 eV. As for the net charge: -1.

Geometry as XYZ:
```
172
Properties=species:S:1:pos:R:3:forces:R:3:lowdin_charge:R:1
C 0.40753 -2.82387 -1.20949 0.340 0.541 0.307 -0.091
O 0.22479 -1.80522 -0.20302 -1.227 -1.087 0.883 -0.181
C -0.90461 -2.15095 0.68287 -0.731 -0.332 -0.364 -0.168
C -1.45601 -0.97742 1.45917 1.004 1.699 0.730 -0.051
N -0.25345 -0.45617 2.31405 -0.499 1.532 -1.619 0.104
H -0.14637 -1.18091 3.00932 0.536 -1.598 2.165 0.073
H 0.49502 -0.58114 1.64750 0.934 0.292 0.085 0.103
C -0.14067 0.98766 2.93184 -1.066 -1.442 -1.426 -0.033
C 0.02096 2.00823 1.80743 -0.286 -0.772 0.725 -0.226
O 1.22496 1.71445 1.14148 0.040 0.832 -0.090 -0.178
C 1.34706 2.39615 -0.10385 -0.345 -1.691 -0.577 -0.070
H -0.49503 -2.92140 -1.81279 -0.021 0.133 -0.156 0.067
H 0.68240 -3.81274 -0.84251 -0.238 -0.077 0.644 0.097
H 1.25991 -2.57164 -1.84031 -0.267 0.508 0.016 0.068
H -0.79915 -2.93505 1.43264 1.310 -0.318 0.054 0.126
H -1.72731 -2.57951 0.11049 -0.181 0.323 -0.505 0.108
H -2.23474 -1.22473 2.18065 -0.001 -0.579 -0.263 0.130
H -1.82490 -0.16969 0.82705 0.217 0.097 -0.088 0.108
H 0.70065 1.01319 3.62439 -0.239 -0.389 -0.020 0.118
H -1.11105 1.09836 3.41579 0.322 0.356 0.365 0.123
H 0.00442 3.00891 2.23926 0.129 0.208 0.078 0.093
H -0.86090 1.94280 1.17014 0.048 0.030 -0.439 0.102
H 1.44535 3.48163 -0.09074 0.218 -0.066 0.464 0.070
H 0.49177 2.12425 -0.72244 -0.498 0.394 -0.032 0.092
H 2.14537 1.86815 -0.62541 0.560 0.575 0.190 0.076
C -0.30238 -1.82110 5.53502 0.189 -0.559 -1.429 -0.399
O 0.00898 -2.52680 4.38901 0.600 0.825 -0.461 -0.402
H -0.74205 -2.43786 6.31886 -0.642 -0.179 0.246 0.045
H 0.52083 -1.32813 6.05214 1.023 0.335 0.251 0.016
H -0.95152 -0.99328 5.24965 -0.894 0.585 0.532 0.030
Cl -3.80524 -4.42646 2.78921 1.690 2.357 2.214 0.606
O -4.12269 -3.12822 2.28229 -0.031 1.368 -2.586 -0.403
O -2.36588 -4.65665 2.71608 -0.907 -0.756 -1.296 -0.369
O -4.10598 -4.25721 4.17107 -0.892 -1.878 1.413 -0.359
O -4.59946 -5.40361 2.10415 0.131 -1.034 -0.278 -0.370
C 6.47773 1.87291 -0.25000 -0.437 -1.038 -0.834 -0.029
C 7.97132 1.62523 0.12786 -3.774 0.154 -1.919 -0.502
C 8.06600 0.29069 0.84975 2.072 -1.240 0.615 -0.314
F 7.67708 0.46118 2.12016 -0.416 0.072 0.348 0.111
F 7.41198 -0.79125 0.34063 -0.711 0.963 -0.443 0.090
F 8.81244 1.62611 -0.92614 0.212 -0.348 -0.483 0.122
F 8.28478 2.64090 0.86885 1.759 1.373 2.126 0.166
O 6.01864 3.23404 -0.55015 -0.577 -0.502 1.954 0.026
C 5.36112 3.87569 0.56972 0.443 0.577 -2.760 -0.509
C 4.67995 5.20784 0.09695 1.198 0.617 -1.530 -0.313
F 3.82326 4.93812 -0.89883 -0.585 -0.594 -0.584 0.089
F 4.01031 5.85802 1.02853 -1.047 -0.324 1.898 0.091
F 4.39266 3.11904 1.09312 0.629 -0.362 0.308 0.145
F 6.29951 4.22540 1.43435 -0.008 -0.250 1.239 0.149
H 5.87016 1.35701 0.49351 -0.121 0.663 0.578 0.138
H 6.24818 1.20452 -1.07986 -0.022 0.592 -0.646 0.132
H 9.10282 -0.04493 0.82802 0.350 0.320 0.254 0.167
H 5.33099 6.00790 -0.25539 1.024 -0.764 -0.396 0.171
C -5.28208 0.33570 -4.21529 0.829 0.192 -0.258 -0.048
C -4.13192 0.03377 -5.24953 -1.165 -0.437 1.866 -0.435
C -2.72096 0.07502 -4.55780 0.428 -0.841 1.269 -0.257
F -1.65649 -0.23171 -5.33770 -0.374 0.662 -1.021 0.077
F -2.54510 1.32132 -4.00093 -0.282 -0.376 -0.865 0.072
F -4.46447 -1.13055 -5.86209 1.045 -0.201 0.057 0.112
F -4.20764 0.99291 -6.16996 0.186 0.712 -0.769 0.129
O -5.17899 -0.53673 -3.07882 0.114 -0.308 0.575 0.014
C -5.85491 -0.18761 -1.88582 0.470 0.110 -2.669 -0.533
C -5.45908 -1.14769 -0.74790 -0.890 -1.195 0.112 -0.340
F -4.17091 -1.11993 -0.67332 3.715 0.144 -0.522 0.136
F -5.84635 -0.78966 0.47639 -1.534 0.979 0.327 0.127
F -5.56810 1.07657 -1.66199 0.869 1.577 1.372 0.164
F -7.15515 -0.16122 -2.13353 -1.625 -0.809 0.164 0.165
H -6.24299 0.22980 -4.71880 0.082 -0.286 -0.114 0.143
H -5.13159 1.40191 -4.04602 -0.124 -0.037 0.866 0.134
H -2.57135 -0.62945 -3.73961 -1.035 -0.106 0.167 0.160
H -5.74069 -2.19045 -0.89436 -0.621 0.088 -0.490 0.172
C -2.26096 -5.36376 -1.05707 0.362 0.364 1.234 -0.084
C -1.71522 -6.70249 -0.47804 -1.392 2.364 -2.428 -0.417
C -2.92101 -7.63371 -0.12354 -1.238 0.552 1.685 -0.289
F -3.98683 -7.62831 -0.99007 0.969 0.680 -0.540 0.077
F -2.67705 -8.90922 0.09450 1.583 -2.021 -0.454 0.105
F -0.85716 -7.07102 -1.46321 0.346 -1.746 -0.020 0.106
F -0.98181 -6.32089 0.56500 -0.045 -0.884 0.765 0.147
O -2.77841 -5.49935 -2.34687 -2.597 0.546 -1.891 -0.011
C -3.66126 -4.48323 -2.80454 0.914 -1.924 0.974 -0.442
C -4.26688 -4.96864 -4.18558 3.058 -0.237 0.208 -0.353
F -4.93826 -6.08309 -3.97751 -0.872 -0.783 0.319 0.140
F -4.99029 -4.07287 -4.79333 -2.393 2.124 -0.059 0.128
F -4.66573 -4.26783 -1.90766 0.528 0.104 -0.631 0.140
F -2.94719 -3.33568 -2.91303 -0.595 0.131 -0.267 0.121
H -1.39544 -4.71858 -1.20781 0.107 -0.040 0.905 0.103
H -2.95193 -4.98414 -0.30438 -0.231 0.402 -0.200 0.141
H -3.33896 -7.33749 0.83858 0.213 1.212 -0.001 0.157
H -3.51780 -5.11757 -4.96327 1.016 -0.758 0.702 0.165
C 0.61270 2.95741 7.92710 0.424 -1.927 -0.524 -0.188
C -0.80559 3.39678 7.90854 -0.769 0.395 -0.621 -0.167
C -1.20707 3.13290 6.38304 1.012 2.838 1.045 -0.194
O -0.21975 2.28155 5.88636 -0.690 -2.145 0.633 -0.177
C 0.47553 1.73264 7.02379 1.398 0.315 -1.585 -0.192
H 0.98200 2.63331 8.90008 0.192 0.529 0.059 0.118
H 1.21222 3.69655 7.39574 0.405 -0.043 0.398 0.119
H -0.78059 4.43178 8.24948 -0.915 0.128 -0.253 0.105
H -1.40588 2.77314 8.57098 -0.134 0.154 0.054 0.109
H -0.92063 4.00242 5.79144 -0.954 0.868 0.203 0.106
H -2.27548 2.95902 6.25512 0.132 -0.919 -0.150 0.112
H 1.37484 1.39767 6.50695 0.411 -0.241 0.683 0.116
H 0.01883 0.86753 7.50452 -0.457 0.063 -0.077 0.123
C 0.10877 6.56686 -2.54362 1.134 1.310 -0.643 -0.187
C -1.01651 6.23308 -3.44607 -1.922 -0.648 -0.296 -0.195
C -1.40135 4.86655 -2.90691 0.846 -0.051 -0.484 -0.185
O -0.12976 4.24934 -2.59720 -0.646 -0.140 -0.083 -0.142
C 0.74852 5.28598 -2.11165 -0.656 -1.382 0.420 -0.206
H -0.36556 7.14316 -1.74927 0.993 0.272 0.239 0.123
H 0.88518 7.02916 -3.15319 -0.162 1.182 0.603 0.117
H -0.83184 6.26894 -4.51972 0.254 -0.256 0.088 0.114
H -1.88712 6.85461 -3.23669 0.092 0.454 -0.324 0.110
H -1.98011 4.30057 -3.63685 0.305 -0.471 0.210 0.116
H -2.00484 5.02811 -2.01372 -0.012 -0.320 0.313 0.119
H 1.74364 5.10820 -2.51937 -0.075 0.039 -0.230 0.108
H 0.85457 5.21040 -1.02946 -0.143 0.043 0.153 0.100
C 3.99317 -2.82273 2.14612 -0.538 0.077 -1.692 -0.160
C 3.77985 -2.60353 3.60462 0.604 -0.410 1.589 -0.180
C 3.58652 -1.12448 3.70654 -0.550 1.089 -1.146 -0.202
O 3.05750 -0.74310 2.43901 -0.883 1.031 -0.859 -0.179
C 2.93082 -1.87500 1.57830 0.454 0.549 1.166 -0.191
H 3.80359 -3.78458 1.66967 0.261 -0.429 0.670 0.115
H 5.01765 -2.51014 1.94407 -0.003 0.128 -0.563 0.106
H 4.70914 -2.78426 4.14486 -0.211 -0.769 0.351 0.112
H 2.90239 -3.07536 4.04681 0.109 -0.375 -0.122 0.118
H 4.50275 -0.53451 3.73006 0.342 -0.173 0.784 0.112
H 2.86570 -0.81172 4.46198 0.189 -0.139 0.298 0.113
H 2.98908 -1.49417 0.55866 0.217 -0.308 -0.064 0.117
H 1.95591 -2.32225 1.77222 -0.188 -0.283 -0.317 0.108
C -5.34521 2.74182 1.02384 -1.677 -1.232 -0.612 -0.181
C -5.23323 3.58334 2.28595 -2.845 -0.799 -0.267 -0.193
C -3.87357 4.03511 2.14612 2.965 -0.502 0.900 -0.169
O -3.17915 2.94265 1.35429 0.957 2.186 0.766 -0.145
C -4.11489 1.90957 1.13443 0.326 0.127 -0.185 -0.246
H -5.24906 3.30636 0.09639 0.071 0.366 0.089 0.121
H -6.23349 2.12798 0.87463 -0.309 0.118 0.491 0.113
H -5.43668 2.91239 3.12053 0.353 -0.001 0.203 0.124
H -5.97169 4.37973 2.37834 0.071 0.144 -0.239 0.119
H -3.34600 4.13546 3.09465 0.172 -0.530 0.243 0.111
H -3.80807 5.07352 1.82129 0.239 -0.315 -1.454 0.117
H -4.05757 1.18526 1.94695 -0.514 -0.017 0.361 0.128
H -3.88990 1.33143 0.23819 0.279 0.417 -0.217 0.102
C 3.26804 0.03421 -4.23239 -0.283 0.401 -1.633 -0.147
C 3.92048 1.46373 -4.36546 -0.226 0.150 -0.464 -0.136
C 3.61258 2.13926 -3.05137 -0.228 -1.801 1.082 -0.164
O 3.81713 0.95821 -2.20072 1.390 0.957 1.505 -0.193
C 3.08511 -0.11329 -2.75170 -0.622 0.776 0.344 -0.221
H 3.83609 -0.71928 -4.77798 0.772 -0.068 0.643 0.097
H 2.31124 -0.15791 -4.71791 -0.377 0.942 -0.157 0.100
H 3.67841 2.06247 -5.24354 -0.258 -0.258 -0.119 0.107
H 5.00567 1.37008 -4.32416 0.047 -0.292 -0.369 0.109
H 2.60028 2.50704 -2.88374 -0.414 -0.134 -0.410 0.109
H 4.26260 2.93573 -2.68914 0.375 -0.312 -0.235 0.110
H 2.08359 0.15013 -2.41161 -0.715 -0.699 -0.517 0.116
H 3.31414 -1.11183 -2.37946 0.558 0.337 0.413 0.123
C 0.03504 -5.45289 -5.43973 -0.364 0.396 -0.502 -0.147
C 1.32870 -4.84969 -6.02667 -0.179 1.233 -0.155 -0.138
C 1.56875 -3.61912 -5.09335 -0.230 -1.496 0.749 -0.159
O 1.04740 -4.10670 -3.82593 1.052 0.663 -0.290 -0.152
C -0.19994 -4.64332 -4.18970 -0.162 -0.150 1.064 -0.249
H 0.07929 -6.51358 -5.19256 0.098 0.059 -0.358 0.115
H -0.82668 -5.20571 -6.05977 0.065 -0.668 -0.472 0.104
H 1.22546 -4.43465 -7.02926 -0.283 -0.358 -0.240 0.100
H 2.15973 -5.55351 -6.07266 0.033 0.151 0.402 0.105
H 0.96927 -2.74036 -5.33102 -0.116 0.023 -0.570 0.113
H 2.61382 -3.31323 -5.04461 -0.028 -0.172 0.454 0.113
H -0.91453 -3.83485 -4.34406 -0.092 0.306 -0.295 0.109
H -0.61770 -5.23391 -3.37436 0.346 -0.025 0.076 0.108
C 2.73686 3.96652 3.49156 -2.376 -1.844 -1.393 -1.111
Cl 4.22065 4.55248 4.00827 1.519 0.510 0.845 0.641
Cl 1.50943 5.20460 3.20571 -0.265 0.632 0.030 0.531
H 2.80842 3.42097 2.55062 0.373 0.344 -0.016 0.001
H 2.23231 3.22577 4.11189 0.509 0.305 0.760 0.029
```
Forces are in eV/Å.


Density functional theory data (wB97M-V/def2-TZVPD) for a molecular structure, C37H39AsCaF6N2O2P in a non-equilibrium geometry.

The expectation value of S² is 0.757. The highest occupied orbital energy (spin up / spin down) comes out at -1.75 / -1.39 eV. For the LUMO energy (spin up / spin down), the calculation gives 4.31 / 4.31 eV. As for the spin multiplicity: 2. The energy above the lowest of the compared OMol25 structures with the same formula, charge and spin is 11.9 kcal per mole. For the total energy, the calculation gives -150956.426 eV. As for the net charge: -2.

Geometry as XYZ:
```
89
Properties=species:S:1:pos:R:3:forces:R:3:lowdin_charge:R:1
Ca 0.25506 -0.30652 0.25836 -0.555 -0.656 0.259 1.250
N 2.27052 0.69820 1.33127 0.168 0.094 0.435 -0.049
C 1.94691 1.04406 2.72936 -0.157 0.104 -0.220 -0.248
C 1.00294 2.24306 2.82917 0.098 -0.143 -0.056 -0.107
C -0.40973 2.05964 2.24796 -0.018 0.008 -0.070 -0.678
O -1.34047 2.58964 2.85535 -0.047 0.029 -0.063 -0.012
O -0.48601 1.40242 1.15446 -0.583 1.451 1.150 -0.297
H 3.06154 0.06508 1.28528 0.033 0.029 -0.036 0.059
H 2.52058 1.52895 0.80191 0.027 -0.023 -0.007 0.071
H 2.85133 1.27233 3.30195 0.078 0.004 0.090 0.100
H 1.47181 0.17713 3.19784 0.026 -0.033 -0.021 0.100
H 1.45435 3.10384 2.31723 -0.001 -0.011 0.015 0.104
H 0.87626 2.51319 3.87662 0.070 0.053 0.034 0.105
C -3.22590 5.70864 -3.82140 0.053 -0.018 0.015 -0.121
C -3.96633 4.82128 -3.05265 0.049 -0.052 0.004 -0.107
C -3.35042 3.71033 -2.48885 -0.017 -0.013 -0.022 -0.107
C -1.99147 3.45034 -2.68007 -0.153 -0.059 0.121 -0.362
C -1.26182 4.35631 -3.45185 -0.015 0.021 0.006 -0.099
C -1.87118 5.47064 -4.01803 -0.010 -0.053 0.023 -0.102
P -1.33403 1.91190 -1.83703 -0.018 0.282 -0.568 1.140
C 0.43518 2.45010 -1.84381 -0.085 0.084 -0.006 -0.386
C 1.37901 2.07091 -2.79133 0.005 -0.010 0.003 -0.105
C 2.67403 2.57384 -2.74272 -0.002 0.062 -0.004 -0.095
C 3.03413 3.48048 -1.75627 -0.049 -0.039 0.003 -0.102
C 2.09471 3.87624 -0.80819 -0.006 -0.006 -0.063 -0.104
C 0.80763 3.36047 -0.85061 -0.013 -0.028 0.023 -0.116
C -1.40060 0.74929 -3.27364 -0.011 -0.214 0.178 -0.320
C -1.60941 1.16775 -4.56441 -0.006 -0.002 -0.061 -0.108
C -1.73883 0.24011 -5.62106 0.007 0.049 0.040 -0.108
C -1.68705 -1.09695 -5.35977 0.005 -0.008 0.007 -0.066
C -1.49796 -1.57153 -4.03882 0.046 0.044 0.029 -0.188
C -1.47508 -2.96114 -3.77122 -0.008 0.039 -0.036 -0.083
C -1.29723 -3.39472 -2.49347 0.072 -0.135 0.222 -0.114
C -1.09795 -2.47680 -1.43161 -0.164 0.264 -0.204 -0.178
C -1.08858 -1.09861 -1.60246 -0.396 -0.096 -0.803 -0.191
C -1.32284 -0.65635 -2.95822 -0.067 -0.007 0.040 -0.215
H -3.69688 6.58308 -4.25617 0.005 -0.016 -0.003 0.087
H -5.02216 4.99855 -2.88351 0.003 -0.012 0.003 0.091
H -3.92944 3.02200 -1.88102 0.015 0.042 0.002 0.097
H -0.20510 4.18728 -3.62439 0.001 -0.010 0.044 0.101
H -1.28305 6.15323 -4.62122 0.003 0.005 0.018 0.092
H 1.11288 1.35158 -3.55595 0.012 -0.004 0.018 0.105
H 3.40353 2.23758 -3.46911 -0.013 -0.021 0.036 0.100
H 4.04675 3.86535 -1.71414 -0.012 -0.012 0.004 0.092
H 2.36904 4.58156 -0.03188 -0.010 0.000 0.009 0.094
H 0.07528 3.65563 -0.10592 0.049 -0.037 -0.001 0.106
H -1.68323 2.22284 -4.79525 0.008 -0.015 0.004 0.083
H -1.88512 0.59994 -6.63354 -0.002 0.003 -0.006 0.086
H -1.78773 -1.82045 -6.16467 -0.013 0.002 0.027 0.097
H -1.59465 -3.66063 -4.59314 -0.015 0.008 -0.002 0.092
H -1.28450 -4.46164 -2.28713 0.001 0.000 0.012 0.088
H -0.94911 -2.89492 -0.43510 0.052 -0.004 -0.048 0.052
F 1.69570 -0.23789 -1.27046 1.177 -0.214 -1.310 -0.390
As 3.06704 -1.27102 -1.71290 0.399 0.009 -0.073 0.710
F 4.09621 -0.04223 -1.06617 0.225 0.339 0.160 -0.244
F 3.12662 -0.51272 -3.25846 -0.054 0.136 -0.223 -0.231
F 4.45240 -2.21865 -2.08906 0.259 -0.296 -0.102 -0.247
F 2.00823 -2.46903 -2.31215 -0.208 -0.145 -0.091 -0.208
F 2.97854 -1.98173 -0.12985 -0.148 -0.027 0.179 -0.237
C -3.12324 -3.23401 2.39958 0.021 0.025 -0.001 -0.075
C -2.78212 -2.02996 3.28850 0.089 0.026 -0.111 -0.383
C -2.95291 -0.72831 2.49983 0.005 -0.024 0.202 -0.061
C -1.41716 -2.22497 3.92579 -0.073 0.081 0.031 -0.163
C -1.34237 -2.56886 5.26464 -0.008 0.031 -0.005 -0.089
C -0.14813 -2.89078 5.90427 0.026 0.009 -0.113 -0.143
C 1.01131 -2.89052 5.13473 0.019 0.047 0.001 -0.085
C 1.00957 -2.53008 3.79920 0.136 -0.120 -0.066 -0.180
C 2.24608 -2.64342 2.92739 -0.096 0.075 0.082 -0.407
C 3.54982 -2.29320 3.64080 -0.028 0.013 -0.015 -0.082
C 2.33104 -4.03542 2.29393 -0.013 0.031 -0.005 -0.067
C -0.21004 -2.14363 3.14804 -0.209 -0.056 -0.203 -0.322
N -0.20838 -1.77233 1.87083 -0.012 -0.880 1.144 0.017
H -4.12363 -3.13015 1.96774 0.022 0.006 -0.005 0.067
H -3.08453 -4.16382 2.97270 0.002 0.001 -0.010 0.070
H -2.40520 -3.30251 1.57923 -0.018 -0.003 0.011 0.059
H -3.50101 -2.00857 4.11486 -0.034 -0.028 0.033 0.114
H -2.30353 -0.70866 1.62831 0.002 0.008 -0.082 0.046
H -2.71652 0.15109 3.10218 0.013 -0.011 -0.037 0.077
H -3.98412 -0.64036 2.14425 0.006 0.012 0.012 0.074
H -2.26946 -2.60254 5.83234 -0.013 0.017 -0.023 0.094
H -0.12744 -3.14568 6.95654 0.008 -0.019 -0.002 0.069
H 1.95215 -3.18432 5.59228 -0.010 0.031 0.004 0.093
H 2.11100 -1.93607 2.10429 0.053 0.014 0.056 0.076
H 3.81212 -3.04657 4.39005 0.008 0.018 -0.012 0.063
H 3.47487 -1.32682 4.14631 0.009 -0.023 -0.011 0.070
H 4.36837 -2.24445 2.91759 0.008 -0.021 0.019 0.074
H 2.45596 -4.79210 3.07551 0.006 -0.003 -0.017 0.074
H 3.16933 -4.09999 1.59559 -0.015 0.001 0.007 0.068
H 1.41389 -4.25426 1.74466 0.008 -0.002 0.001 0.078
```
Forces are in eV/Å.


Q: The highest net charge belongs to which entry?
A: C47H81Cl3F24NO16


Q: Which of these has the lowest net charge?
A: C37H39AsCaF6N2O2P


Q: Which of these has the highest spin multiplicity?
A: C37H39AsCaF6N2O2P


Q: Which value of spin multiplicity does entry 2 give?
A: 2